# C6H6F9NaO12S3

A molecular structure, C6H6F9NaO12S3 (ωB97M-V/def2-TZVPD, the Open Molecules 2025 dataset).

Output
net charge	-2
spin multiplicity	1
gap between HOMO and LUMO	7.7	eV
energy relative to the best compared isomer or geometry (same formula, charge and spin)	62.7	kcal per mole

```
37
Properties=species:S:1:pos:R:3:mulliken_charge:R:1
Na -7.39 0.01 -10.45 0.97
C -4.01 0.24 -12.35 0.56
F -4.26 0.54 -13.65 -0.24
F -4.88 -0.60 -11.87 -0.18
F -2.82 -0.28 -12.32 -0.24
S -4.29 1.89 -11.24 1.09
O -3.91 3.05 -11.99 -0.69
O -5.69 1.86 -10.87 -0.59
O -3.35 1.65 -10.12 -0.69
C -9.74 -3.00 -7.24 0.51
F -8.76 -3.87 -7.23 -0.22
F -10.86 -3.69 -7.04 -0.23
F -9.67 -2.03 -6.31 -0.23
S -9.69 -2.16 -9.02 1.08
O -10.03 -3.22 -9.96 -0.63
O -10.74 -1.13 -9.02 -0.73
O -8.30 -1.67 -9.13 -0.57
C -6.36 -3.58 -13.92 0.59
F -5.15 -3.06 -13.97 -0.25
F -6.44 -4.18 -15.11 -0.27
F -6.39 -4.48 -13.06 -0.22
S -7.77 -2.25 -13.63 1.03
O -7.52 -1.61 -12.30 -0.54
O -7.66 -1.31 -14.76 -0.68
O -8.99 -3.08 -13.66 -0.66
C -5.32 -2.28 -6.88 -0.50
O -5.40 -1.07 -6.35 -0.41
C -5.55 0.03 -7.06 0.85
O -5.49 0.02 -8.25 -0.40
O -5.73 1.07 -6.33 -0.41
C -6.29 2.37 -6.83 -0.59
H -6.26 -2.83 -6.81 0.15
H -4.62 -2.85 -6.26 0.23
H -4.90 -2.25 -7.89 0.28
H -7.10 2.29 -7.55 0.27
H -5.52 3.02 -7.23 0.30
H -6.75 2.80 -5.94 0.24
```